Record 1
Here is a cluster of 3 separate species, C11H26FN2O2 in total in a non-equilibrium geometry from the Open Molecules 2025 dataset. Energies are from ωB97M-V/def2-TZVPD.

Summary:
Lowest unoccupied orbital energy   2.84 eV
E_HOMO   -1.7 eV
Spin multiplicity   1
Total charge   -1

Atoms and positions in Å:
C  3.7756  -0.0813  0.8015
C  3.9851  -1.6042  0.5017
F  4.9248  -1.7982  -0.5247
C  2.6277  -2.3542  0.2473
N  1.7969  -2.0510  1.4102
C  0.3952  -2.0835  1.0470
C  -0.1433  -0.6207  0.8293
N  -0.3817  -0.1188  -0.3373
H  2.7093  0.1966  0.8468
H  4.2202  0.1508  1.7871
H  4.2546  0.4790  -0.0321
H  4.3729  -2.0462  1.4443
H  2.8801  -3.4516  0.3023
H  2.1720  -2.0797  -0.7327
H  0.1926  -2.7300  0.1599
H  -0.1586  -2.4647  1.9448
H  -0.3040  0.0603  1.6997
H  -0.7093  0.8441  -0.2093
C  2.3854  4.1406  -0.6922
C  1.3908  3.1243  -1.2315
C  1.1448  3.3257  -2.7183
O  0.1578  3.2379  -0.5227
H  2.0058  5.1602  -0.8177
H  2.5451  3.9887  0.3767
H  3.3472  4.0620  -1.2033
H  1.7660  2.1148  -1.0558
H  0.7236  4.3182  -2.9114
H  0.4233  2.5951  -3.0879
H  2.0697  3.2232  -3.2896
H  -0.1902  4.1232  -0.6644
C  -4.8661  -2.2724  -0.6263
C  -4.6689  -2.2415  0.8821
C  -4.6283  -0.8127  1.4033
O  -3.4584  -2.9072  1.2198
H  -4.0390  -1.7694  -1.1345
H  -4.8842  -3.3022  -0.9885
H  -5.8008  -1.7842  -0.9140
H  -5.4801  -2.7877  1.3698
H  -3.7932  -0.2632  0.9600
H  -4.4773  -0.8043  2.4845
H  -5.5559  -0.2812  1.1754
H  -2.7270  -2.4348  0.8006

=====

Record 2
Here is a structure of composition C11H26HgN4O7 in a non-equilibrium geometry from the Open Molecules 2025 dataset. Energies are from ωB97M-V/def2-TZVPD.

Summary:
Lowest unoccupied orbital energy (alpha / beta)   -1.09 / -1.09 eV
E_HOMO (alpha / beta)   -6.6 / -6.6 eV
Spin multiplicity   1

Atoms and positions in Å:
O  -4.3890  -0.2887  -2.6587
H  -4.6780  -0.0717  -3.5593
Hg  -0.2706  -0.0827  -0.1686
N  0.5545  -1.5614  1.3092
N  -1.9133  -0.4707  0.9982
N  1.8861  0.7090  -0.5283
N  -0.5280  1.6623  -1.2848
O  1.8235  -1.8702  1.5082
O  3.0991  0.2220  0.0244
O  -1.8485  2.0594  -1.5501
O  -2.9455  0.2574  0.7354
C  -1.7588  -1.4415  1.9398
C  -0.4276  -1.9635  2.1758
C  1.8768  1.8634  -1.1792
C  0.5247  2.4130  -1.5407
C  -0.0395  -2.9292  3.2143
H  0.7384  -2.4807  3.8429
H  0.3594  -3.8120  2.7006
H  -0.9442  -3.1583  3.7754
C  -3.0217  -1.7195  2.6351
H  -3.7584  -2.0136  1.8775
H  -3.3527  -0.7905  3.1176
H  -2.7997  -2.5089  3.3401
C  3.1211  2.5875  -1.5450
C  0.3227  3.7041  -2.2385
H  3.9339  1.8517  -1.5264
H  3.2832  3.3914  -0.8137
H  2.9408  3.0056  -2.5418
H  -0.6998  4.0412  -2.0248
H  0.4600  3.4948  -3.3060
H  1.0983  4.3768  -1.8668
H  2.8093  -0.5947  0.5405
H  -2.4132  1.3282  -1.1513
C  -3.1774  -1.0290  -2.7662
H  -3.0066  -1.4391  -1.7633
H  -2.3528  -0.3185  -2.9232
H  -3.2234  -1.8138  -3.5554
O  0.7515  -1.8361  -1.6186
H  1.3314  -1.0392  -1.5890
H  0.7809  -2.1552  -0.6837
C  1.6973  1.1010  3.2082
C  1.0189  2.1116  2.3014
O  -0.2611  1.7173  1.7550
H  0.9817  0.7682  3.9682
H  2.5270  1.6240  3.6998
H  2.0945  0.2148  2.6842
H  0.6979  3.0523  2.7835
H  1.6521  2.3303  1.4207
H  -0.7917  1.1772  2.3746

=====

Record 3
Here is a structure of composition C11H26P in a non-equilibrium geometry from the Open Molecules 2025 dataset. Energies are from ωB97M-V/def2-TZVPD.

Summary:
Lowest unoccupied orbital energy   -2.65 eV
E_HOMO   -13.0 eV
ΔE to the lowest compared entry with this formula, charge and spin   0.00 kJ/mol
Spin multiplicity   1
Total charge   +1

Atoms and positions in Å:
C  2.4262  1.0666  -2.8201
C  0.7145  -0.2468  3.5217
C  -2.9801  -0.4228  0.5573
C  -0.7477  -2.8368  -0.4886
C  0.4206  2.4430  -0.5897
C  -0.6284  0.5801  -2.0612
C  1.7931  0.4556  -1.5143
C  1.0864  0.3077  2.0566
C  -1.8937  0.4249  1.1710
C  -0.0963  -2.0011  0.6526
C  0.4101  0.9861  -1.0871
P  -0.1778  -0.1578  0.8170
H  2.9772  1.9184  -2.4824
H  1.7493  1.1899  -3.5473
H  3.2076  0.4490  -3.0618
H  1.5150  -0.3164  4.1398
H  -0.1563  0.2696  4.0374
H  0.5009  -1.3470  3.4045
H  -2.9370  -0.2271  -0.5386
H  -2.8939  -1.4850  0.6890
H  -3.8452  -0.2782  1.0915
H  -1.7040  -2.6425  -0.9122
H  -0.0687  -2.7123  -1.2648
H  -0.7907  -3.9375  -0.2920
H  1.5216  2.7683  -0.5908
H  -0.0457  2.4666  0.3333
H  -0.1540  3.0604  -1.3196
H  -0.5657  -0.4036  -2.4924
H  -1.6431  0.6988  -1.6138
H  -0.8099  1.4072  -2.8469
H  1.7777  -0.6439  -1.8445
H  2.5912  0.5670  -0.6181
H  1.9458  -0.0672  1.5369
H  1.1343  1.3126  2.1189
H  -2.2243  0.4041  2.2451
H  -1.8919  1.4428  1.0193
H  1.0056  -2.2909  0.8413
H  -0.5228  -2.2017  1.7531

=====

Record 4
Here is a cluster of 12 separate species, C11H27BCl22NOP in total in a non-equilibrium geometry from the Open Molecules 2025 dataset. Energies are from ωB97M-V/def2-TZVPD.

Summary:
Lowest unoccupied orbital energy   -0.41 eV
E_HOMO   -7.7 eV
Spin multiplicity   1
SMILES   BP(N)O.ClCCl.ClCCl.ClCCl.ClCCl.ClCCl.ClCCl.ClCCl.ClCCl.ClCCl.ClCCl.ClCCl

Atoms and positions in Å:
B  -1.7341  1.8609  -1.7998
P  -0.5028  0.9860  -0.6234
N  0.0490  2.0305  0.7119
O  -1.4534  -0.3348  0.0895
H  -1.3418  2.2921  -2.8369
H  -2.8828  1.9912  -1.5678
H  1.1057  2.1258  0.6587
H  -0.4195  2.9627  0.7043
H  -1.1303  -1.1367  -0.4488
Cl  -0.6748  5.1269  1.8903
C  -0.5658  5.9255  0.3169
Cl  0.8074  5.3137  -0.6132
H  -1.4859  5.7378  -0.2418
H  -0.4405  6.9999  0.4712
Cl  -3.7883  6.2118  0.4895
C  -4.5015  5.7544  2.0410
Cl  -6.0024  6.6402  2.3369
H  -4.7165  4.6831  2.0317
H  -3.7912  5.9812  2.8398
Cl  -1.3716  -0.7889  -3.4168
C  -0.0317  -1.8327  -3.9064
Cl  0.1031  -3.2369  -2.8409
H  -0.2044  -2.1773  -4.9290
H  0.8989  -1.2617  -3.8618
Cl  1.7037  0.8669  -3.2188
C  2.9994  1.8770  -2.5663
Cl  2.3438  3.2430  -1.6557
H  3.6217  1.2723  -1.9020
H  3.6041  2.2580  -3.3929
Cl  2.9999  -3.0331  -1.3758
C  2.8643  -2.2026  0.1789
Cl  1.7902  -0.8035  0.0612
H  2.4627  -2.8981  0.9199
H  3.8559  -1.8647  0.4894
Cl  -4.4693  1.4601  1.2392
C  -4.6491  -0.0590  0.3532
Cl  -5.8232  0.1044  -0.9582
H  -3.6814  -0.3414  -0.0687
H  -4.9915  -0.8346  1.0426
Cl  3.3145  -4.5789  4.0562
C  1.7125  -3.8524  4.2311
Cl  1.5070  -2.4908  3.1226
H  0.9535  -4.6074  4.0119
H  1.5933  -3.4967  5.2574
Cl  6.4672  -0.8887  4.7898
C  6.2875  -2.4078  3.9039
Cl  5.1133  -2.2444  2.5925
H  7.2551  -2.6902  3.4819
H  5.9451  -3.1834  4.5933
Cl  -8.4020  4.0250  0.2660
C  -8.5817  2.5058  -0.6200
Cl  -9.7559  2.6693  -1.9314
H  -7.6141  2.2234  -1.0419
H  -8.9241  1.7303  0.0694
Cl  6.3464  -1.2657  -5.7965
C  5.6332  -1.7230  -4.2450
Cl  4.1323  -0.8373  -3.9490
H  5.4182  -2.7944  -4.2543
H  6.3435  -1.4963  -3.4462
Cl  1.2415  -5.6094  0.9188
C  0.8033  -7.1330  1.7009
Cl  2.2050  -8.2005  1.8445
H  0.4136  -6.9211  2.6995
H  0.0361  -7.6318  1.1036

=====

Record 5
Here is a structure of composition C11H27BiClIO2P2 in a non-equilibrium geometry from the Open Molecules 2025 dataset. Energies are from ωB97M-V/def2-TZVPD.

Summary:
Lowest unoccupied orbital energy   -7.06 eV
E_HOMO   -14.7 eV
ΔE to the lowest compared entry with this formula, charge and spin   0.00 kJ/mol
Spin multiplicity   1
Total charge   +2

Atoms and positions in Å:
C  2.5527  1.7930  -5.1309
C  1.6349  1.1278  -4.1329
H  2.2884  1.5729  -6.1812
H  3.5730  1.4152  -4.9612
H  2.4755  2.8825  -4.9926
O  0.6821  0.4075  -4.2957
I  2.2943  1.6788  -2.0037
Bi  0.1370  0.0678  -0.6855
P  -1.5292  2.3410  -0.1910
C  -3.2640  1.7652  -0.1064
C  -1.3438  3.0400  1.4900
H  -2.0598  3.8658  1.6318
H  -2.2503  4.6241  -0.7006
H  -0.3238  3.4229  1.6173
H  -0.5981  4.2889  -1.3153
H  -3.3696  0.9705  0.6489
H  -1.5229  2.2703  2.2546
C  -1.6104  3.8741  -1.1994
H  -3.9188  2.6114  0.1492
H  -2.0286  3.6536  -2.1932
H  -3.5490  1.3623  -1.0885
P  1.8429  -2.1510  -0.1195
C  0.8383  -3.6795  -0.0574
C  3.3317  -2.6551  -1.0755
H  3.1567  -1.2705  1.7270
H  3.0837  -3.0649  1.7743
H  1.6799  -2.0809  2.3141
C  2.5063  -2.1444  1.5915
H  4.0063  -1.7925  -1.1822
H  3.8625  -3.4676  -0.5478
H  1.4813  -4.5193  0.2470
H  0.4280  -3.8712  -1.0603
H  3.0336  -3.0118  -2.0744
H  0.0078  -3.5678  0.6590
Cl  1.3958  1.0432  1.3089
C  -1.7898  -2.5202  2.4830
C  -1.5861  -1.0571  2.3038
C  -2.1534  -0.1542  3.3426
O  -0.9568  -0.6198  1.3168
H  -2.5633  -2.7108  3.2302
H  -0.8561  -2.9671  2.8466
H  -2.0932  -2.9537  1.5181
H  -1.3699  0.4543  3.8057
H  -2.9341  0.4955  2.9101
H  -2.6217  -0.7690  4.1248